P) # C24H53NO9

A cluster of 8 separate species, C24H53NO9 in total (the ωB97M-V functional and the def2-TZVPD basis, the OMol25 dataset).

**Frontier orbital gap**: 6.532 eV
**LUMO energy**: -2.161 eV

Element x y z (Å)
C  1.184  0.095  -1.424
C  0.491  -1.228  -1.059
O  1.216  -2.231  -0.955
N  -0.929  -1.143  -0.743
H  -1.414  -2.095  -0.520
H  -0.919  -0.616  0.128
C  -1.698  -0.313  -1.715
H  2.232  0.099  -1.161
H  0.972  1.137  -0.821
H  0.940  0.483  -2.407
H  -2.735  -0.437  -1.430
H  -1.528  -0.426  -2.770
H  -1.254  0.608  -1.566
O  -0.977  -0.006  1.556
H  -0.737  -0.147  2.355
C  -2.790  -0.604  4.840
C  -2.323  -1.861  4.352
C  -2.928  -3.174  4.922
O  -2.549  -1.890  3.023
H  -3.798  -0.572  4.310
H  -2.192  0.204  4.504
H  -2.732  -0.550  5.928
H  -1.119  -1.894  4.527
H  -2.837  -4.313  4.551
H  -4.007  -2.980  4.873
H  -2.598  -3.115  6.016
H  -2.317  -1.156  2.556
C  0.977  0.742  4.159
C  1.443  1.915  3.174
C  2.805  2.477  3.557
O  1.457  1.387  1.875
H  1.223  1.196  5.156
H  1.634  -0.024  4.137
H  -0.167  0.648  3.994
H  0.547  2.614  3.412
H  3.647  1.811  3.540
H  2.730  2.988  4.607
H  3.018  3.326  2.927
H  0.749  0.941  1.729
C  -0.016  3.384  -3.470
C  0.092  2.373  -4.653
C  1.534  2.041  -5.006
O  -0.742  1.278  -4.582
H  -1.086  3.532  -3.542
H  0.274  4.312  -3.862
H  0.110  2.988  -2.431
H  -0.071  2.818  -5.536
H  2.169  3.026  -4.862
H  1.733  1.884  -6.140
H  2.280  1.173  -4.556
H  -0.547  0.527  -5.169
C  -4.536  1.940  2.548
C  -4.092  0.949  1.541
C  -5.218  0.826  0.566
O  -2.992  1.475  0.895
H  -5.256  1.659  3.161
H  -4.803  3.097  2.120
H  -3.985  2.123  3.279
H  -3.976  0.091  2.068
H  -5.654  1.625  0.290
H  -5.896  0.217  0.817
H  -4.637  0.495  -0.393
H  -2.121  0.914  1.124
C  -1.558  -3.852  -3.341
C  -2.017  -4.647  -2.128
C  -0.799  -5.376  -1.464
O  -2.535  -3.798  -1.111
H  -0.780  -3.198  -3.173
H  -2.377  -3.238  -3.709
H  -1.479  -4.572  -4.214
H  -2.862  -5.422  -2.383
H  -0.931  -5.850  -0.428
H  0.179  -4.655  -1.266
H  -0.465  -6.251  -2.182
H  -3.409  -4.110  -1.065
C  7.757  0.288  -1.554
C  6.180  0.242  -1.680
C  5.487  1.584  -1.908
O  4.260  1.641  -1.943
C  6.313  2.714  -2.033
C  7.754  2.792  -1.966
C  8.491  1.492  -1.889
O  9.649  1.492  -1.867
H  8.082  -0.657  -1.140
H  5.663  -0.717  -1.756
H  5.745  3.714  -2.296
H  8.341  3.698  -1.862

Atomic partial charges in e from the Löwdin method, atoms 1 to 4:
1. C 0.01
2. C -0.35
3. O 0.10
4. N 0.08



Q) # C24H53NO9

A cluster of 8 separate species, C24H53NO9 in total (the ωB97M-V functional and the def2-TZVPD basis, the OMol25 dataset).

**Frontier orbital gap**: 6.519 eV
**LUMO energy**: -2.291 eV

Element x y z (Å)
C  1.174  1.327  -0.564
C  1.137  0.820  0.910
O  1.143  1.689  1.829
N  1.141  -0.603  1.055
H  1.081  -0.977  2.119
H  0.083  -0.768  0.707
C  2.046  -1.363  0.201
H  0.840  2.236  -0.491
H  0.366  0.927  -1.317
H  2.082  1.314  -0.988
H  2.015  -2.411  0.558
H  2.952  -1.052  0.165
H  1.587  -1.200  -0.636
O  -1.317  -1.205  0.483
H  -2.209  -1.029  0.707
C  -4.095  -3.332  1.921
C  -3.464  -2.542  3.035
C  -3.722  -3.044  4.467
O  -2.147  -2.597  2.815
H  -3.617  -4.204  1.972
H  -4.028  -2.783  0.889
H  -5.146  -3.336  2.267
H  -3.891  -1.520  2.904
H  -3.230  -2.517  5.414
H  -3.524  -4.022  4.374
H  -4.668  -2.813  4.651
H  -1.700  -2.273  2.054
C  -4.333  0.252  -0.044
C  -3.671  0.644  -1.398
C  -4.392  1.836  -2.030
O  -2.297  0.899  -1.186
H  -5.362  0.322  -0.214
H  -4.240  1.056  0.814
H  -3.998  -0.822  0.190
H  -3.935  -0.380  -2.047
H  -4.491  2.671  -1.461
H  -5.480  1.445  -2.290
H  -3.989  2.033  -3.022
H  -2.070  0.357  -0.622
C  2.771  -0.137  -3.979
C  4.079  0.365  -3.295
C  4.178  1.867  -3.212
O  4.328  -0.321  -2.092
H  2.878  -1.198  -3.947
H  2.866  0.192  -4.945
H  1.764  0.055  -3.377
H  4.929  0.039  -4.062
H  3.762  2.279  -4.167
H  5.244  2.269  -3.443
H  3.746  2.588  -2.433
H  5.091  0.069  -1.671
C  -2.089  -5.107  -0.719
C  -0.985  -4.383  -0.035
C  0.228  -5.282  -0.021
O  -0.602  -3.244  -0.858
H  -2.530  -5.779  -0.124
H  -1.742  -5.477  -1.880
H  -2.968  -4.632  -0.687
H  -1.283  -3.959  0.989
H  0.448  -5.902  -0.853
H  0.117  -5.945  0.796
H  1.128  -4.624  -0.012
H  -0.800  -2.435  -0.369
C  4.228  -0.402  3.260
C  3.254  -0.897  4.349
C  2.611  0.298  5.014
O  2.212  -1.701  3.728
H  3.759  0.255  2.611
H  4.562  -1.150  2.577
H  5.178  -0.094  3.662
H  3.748  -1.581  5.050
H  1.717  0.006  5.634
H  2.164  0.977  4.366
H  3.407  0.865  5.637
H  2.426  -2.558  4.279
C  0.131  7.762  -1.674
C  0.554  6.208  -1.447
C  0.647  5.341  -2.640
O  0.856  4.143  -2.572
C  0.396  5.989  -3.930
C  0.107  7.390  -4.196
C  0.108  8.302  -3.004
O  -0.073  9.460  -3.143
H  -0.243  8.140  -0.787
H  0.773  5.995  -0.525
H  0.536  5.129  -4.843
H  -0.246  7.791  -5.201

Atomic partial charges in e from the Löwdin method, atoms 1 to 4:
1. C 0.04
2. C -0.33
3. O 0.08
4. N 0.03



Most stable to least stable, the ends of the list are Q) and P).



P) # C4H5ClOS

A cluster of 2 separate species, C4H5ClOS in total (the ωB97M-V functional and the def2-TZVPD basis, the OMol25 dataset).

**Frontier orbital gap (spin up / spin down)**: 7.583 / 7.584 eV
**LUMO energy (spin up / spin down)**: -0.824 / -0.824 eV

Element x y z (Å)
C  -0.910  -0.253  0.895
C  -0.630  -0.528  -0.357
C  -1.195  -3.136  -0.812
C  0.723  -0.225  -0.960
O  -1.438  -1.209  -1.092
S  -1.776  -4.072  -1.915
Cl  -0.421  -3.264  0.603
H  -1.898  -0.484  1.243
H  -0.081  0.165  1.410
H  0.654  -0.571  -2.033
H  0.758  0.992  -1.185
H  1.471  -0.678  -0.365

Atomic partial charges in e from the Löwdin method, atoms 1 to 4:
1. C 0.02
2. C -0.69
3. C -1.17
4. C -0.05



Q) # C4H5ClOS

A structure of composition C4H5ClOS (the ωB97M-V functional and the def2-TZVPD basis, the OMol25 dataset).

**Frontier orbital gap (spin up / spin down)**: 8.018 / 8.019 eV
**LUMO energy (spin up / spin down)**: -1.063 / -1.063 eV

Element x y z (Å)
C  -0.902  1.278  0.948
C  -0.119  0.240  1.011
C  2.671  0.249  -1.316
C  -1.531  -0.160  0.889
O  2.443  0.035  1.606
S  1.482  -0.472  0.653
Cl  0.724  -2.438  0.937
H  -1.238  2.213  1.174
H  3.717  0.033  -0.939
H  2.528  -0.637  -2.071
H  -1.973  -0.456  1.864
H  -2.168  -0.502  0.088

Atomic partial charges in e from the Löwdin method, atoms 1 to 4:
1. C 0.08
2. C -0.44
3. C -0.01
4. C -0.15



Most stable to least stable, the ends of the list are P) and Q).



P) # C20H23N3O3S

An isolated molecule of C20H23N3O3S (the ωB97M-V functional and the def2-TZVPD basis, the OMol25 dataset).

**Frontier orbital gap**: 8.587 eV
**LUMO energy**: 0.501 eV
**SMILES**: COC[C@H](C)n1c(C)cc(C(=O)CSc2nc3ccccc3c(=O)[nH]2)c1C

Element x y z (Å)
C  4.940  4.347  -2.993
H  4.500  5.173  -3.549
O  3.980  3.320  -2.990
C  4.417  2.106  -2.434
C  4.474  2.137  -0.883
N  3.638  1.104  -0.305
C  2.498  1.357  0.384
C  1.944  0.137  0.776
C  2.809  -0.877  0.270
C  3.827  -0.263  -0.392
C  4.967  -0.925  -1.084
H  5.861  -0.927  -0.458
H  4.698  -1.960  -1.279
H  5.204  -0.446  -2.030
H  2.675  -1.936  0.355
C  0.727  -0.048  1.513
O  -0.046  0.849  1.828
C  0.363  -1.477  1.878
H  1.236  -2.084  2.098
H  -0.329  -1.497  2.720
S  -0.446  -2.296  0.448
C  -2.098  -1.689  0.504
N  -2.941  -2.401  -0.152
C  -4.249  -1.998  -0.168
C  -5.182  -2.749  -0.892
C  -6.505  -2.370  -0.906
C  -6.932  -1.243  -0.205
C  -6.028  -0.492  0.510
C  -4.682  -0.860  0.537
C  -3.705  -0.064  1.275
O  -3.931  0.941  1.912
N  -2.402  -0.562  1.195
H  -1.682  0.031  1.625
H  -6.328  0.387  1.061
H  -7.974  -0.961  -0.226
H  -7.222  -2.952  -1.466
H  -4.835  -3.618  -1.428
C  1.979  2.722  0.645
H  1.781  3.248  -0.290
H  1.048  2.641  1.198
H  2.684  3.309  1.234
C  5.898  2.088  -0.327
H  5.868  2.006  0.758
H  6.456  1.247  -0.723
H  6.427  3.001  -0.588
H  4.026  3.088  -0.581
H  3.676  1.369  -2.755
H  5.398  1.835  -2.849
H  5.862  4.024  -3.491
H  5.183  4.688  -1.980

Atomic partial charges in e from the Löwdin method, atoms 1 to 4:
1. C -0.10
2. H 0.09
3. O -0.18
4. C -0.17



Q) # C20H23N3O3S

An isolated molecule of C20H23N3O3S (the ωB97M-V functional and the def2-TZVPD basis, the OMol25 dataset).

**Frontier orbital gap**: 8.687 eV
**LUMO energy**: 0.460 eV
**SMILES**: COCCn1c(SCC(=O)c2[nH]c(C)c(C(C)=O)c2C)nc2ccccc21

Element x y z (Å)
C  -1.120  -3.688  1.055
H  -1.303  -4.620  1.601
O  -0.604  -2.696  1.914
C  -1.404  -2.398  3.025
C  -2.556  -1.423  2.708
N  -2.042  -0.190  2.183
C  -1.945  0.163  0.872
N  -1.301  1.288  0.676
C  -0.930  1.720  1.926
C  -0.229  2.856  2.310
C  0.002  3.033  3.659
C  -0.450  2.115  4.606
C  -1.151  0.981  4.242
C  -1.382  0.792  2.890
H  -1.503  0.278  4.981
H  -0.249  2.297  5.651
H  0.545  3.904  3.993
H  0.110  3.571  1.577
S  -2.671  -0.788  -0.388
C  -2.582  0.364  -1.803
H  -3.584  0.375  -2.234
C  -1.611  -0.145  -2.873
O  -2.068  -0.704  -3.854
C  -0.211  0.081  -2.642
C  0.880  -0.266  -3.441
C  2.047  0.197  -2.776
C  1.619  0.808  -1.586
N  0.285  0.733  -1.533
H  -0.276  1.079  -0.746
C  2.351  1.451  -0.463
H  3.081  0.769  -0.031
H  2.877  2.344  -0.795
H  1.644  1.734  0.315
C  3.395  0.030  -3.313
O  3.613  -0.598  -4.329
C  4.535  0.684  -2.561
H  4.641  0.238  -1.576
H  5.455  0.531  -3.120
H  4.355  1.750  -2.447
C  0.836  -0.977  -4.738
H  -0.191  -1.156  -5.039
H  1.367  -1.925  -4.658
H  1.353  -0.395  -5.499
H  -2.322  1.342  -1.405
H  -3.230  -1.855  1.964
H  -3.117  -1.218  3.624
H  -0.731  -1.928  3.749
H  -1.824  -3.313  3.468
H  -2.046  -3.370  0.566
H  -0.359  -3.854  0.296

Atomic partial charges in e from the Löwdin method, atoms 1 to 4:
1. C -0.11
2. H 0.09
3. O -0.18
4. C -0.20



Most stable to least stable, the ends of the list are P) and Q).



P) # CH7N2O2P

A cluster of 2 separate species, CH7N2O2P in total (the ωB97M-V functional and the def2-TZVPD basis, the OMol25 dataset).

**Frontier orbital gap**: 9.578 eV
**LUMO energy**: 0.656 eV
**SMILES**: O=PO.CNN

Element x y z (Å)
C  -1.959  0.432  0.649
N  0.038  -0.230  -0.469
N  -1.345  0.126  -0.725
O  2.696  -1.104  0.243
O  2.608  1.014  -0.836
P  2.223  0.450  0.494
H  -3.071  0.584  0.411
H  -2.159  -0.598  1.127
H  -1.387  1.117  1.236
H  0.112  -1.246  -0.567
H  0.713  0.123  -1.213
H  3.012  -1.636  0.938
H  -1.481  0.968  -1.289

Atomic partial charges in e from the Löwdin method, atoms 1 to 4:
1. C -0.12
2. N -0.12
3. N -0.17
4. O -0.31



Q) # CH7N2O2P

A cluster of 2 separate species, CH7N2O2P in total (the ωB97M-V functional and the def2-TZVPD basis, the OMol25 dataset).

**Frontier orbital gap**: 10.470 eV
**LUMO energy**: 0.511 eV
**SMILES**: O=PO.CNN

Element x y z (Å)
C  -0.944  -0.012  -0.965
N  0.434  0.260  0.815
N  -0.035  -0.791  -0.079
O  2.344  -0.774  2.643
O  3.508  -0.778  4.766
P  2.224  -0.389  4.210
H  -1.074  -0.586  -1.818
H  -1.913  0.360  -0.447
H  -0.458  0.839  -1.388
H  0.875  0.974  0.298
H  -0.255  0.720  1.361
H  1.730  -0.662  1.880
H  0.649  -1.258  -0.597

Atomic partial charges in e from the Löwdin method, atoms 1 to 4:
1. C -0.14
2. N -0.04
3. N -0.12
4. O -0.36



Most stable to least stable, the ends of the list are Q) and P).